(1)
The following is a DFT calculation (ωB97M-V/def2-TZVPD) of one molecule with the formula C5H14N2 in a non-equilibrium geometry.

Spin multiplicity: 1
Total energy, eV: -8389.8869
Charge: 0
Energy relative to the best compared isomer or geometry (same formula, charge and spin), kJ/mol: 263.60
E_HOMO, eV: -8.255
LUMO level, eV: 1.0
SMILES: CC[C@H](N)CNC

Each line ends with the Löwdin charge.
CARTESIAN COORDINATES (ANGSTROEM)
N  -0.5508  1.4222  1.4738  -0.13
N  0.4432  -1.1584  0.5949  0.03
C  0.3866  -0.4889  -1.9079  -0.29
C  0.4541  0.0731  -0.4556  -0.35
C  -1.4235  1.0203  2.5312  -0.19
C  -0.7367  0.9469  0.0271  -0.20
C  1.4265  -1.4338  -2.3209  -0.15
H  1.3747  -1.4777  0.2518  0.04
H  -0.3148  -1.7458  0.2916  0.05
H  1.0798  -2.2235  -3.0349  0.09
H  -0.5709  -1.0456  -1.9540  0.11
H  2.4065  -0.8628  -2.4117  0.10
H  0.3279  0.3509  -2.6119  0.11
H  0.3997  1.3453  1.7764  0.08
H  -1.6630  0.3263  -0.2388  0.12
H  -0.8371  1.9422  -0.7409  0.15
H  -2.4222  1.5154  2.6965  0.08
H  1.6440  -2.1600  -1.4550  0.07
H  -0.9968  0.8738  3.4847  0.05
H  -1.6554  -0.0699  2.4538  0.07
H  1.3390  0.6789  -0.2322  0.13



(2)
The following is a DFT calculation (ωB97M-V/def2-TZVPD) of a 2-piece molecular cluster, C4H6O2S overall in a non-equilibrium geometry.

Spin multiplicity: 1
Total energy, eV: -19170.1450
Charge: 0
Energy relative to the best compared isomer or geometry (same formula, charge and spin), kJ/mol: 498.02
E_HOMO, eV: -9.254
LUMO level, eV: -0.9

Each line ends with the Löwdin charge.
CARTESIAN COORDINATES (ANGSTROEM)
S  1.8994  -0.4150  -0.0039  0.82
O  -1.9903  -1.4305  0.1417  0.03
O  -0.7666  1.7984  -0.0712  -0.16
C  -0.4095  0.4298  0.0653  -0.71
C  0.4907  -0.2854  -1.0965  -0.46
C  0.5127  0.1831  1.2251  -0.28
C  -1.7396  -0.2151  -0.0469  -0.19
H  0.0397  2.4790  -1.1022  0.34
H  -0.1318  -1.2242  -1.5337  0.13
H  0.4639  0.4862  -1.9743  0.09
H  0.7640  1.2648  1.7102  0.15
H  -2.5406  0.6041  -0.2436  0.16
H  -0.0570  -0.5867  1.7591  0.09



(3)
The following is a DFT calculation (ωB97M-V/def2-TZVPD) of a 2-piece molecular cluster, C4H10N2O overall in a non-equilibrium geometry.

Spin multiplicity: 1
Total energy, eV: -9335.9582
Charge: 0
Energy relative to the best compared isomer or geometry (same formula, charge and spin), kJ/mol: 292.28
E_HOMO, eV: -9.376
LUMO level, eV: 1.0
SMILES: NNC=O.C=CC

Each line ends with the Löwdin charge.
CARTESIAN COORDINATES (ANGSTROEM)
O  0.6494  1.8031  -0.2216  0.01
N  1.9006  0.1439  0.7519  -0.07
N  2.8792  0.0629  -0.2634  0.03
C  0.7623  0.8775  0.5615  -0.43
C  -0.4081  -1.0207  -0.7448  -0.04
C  -2.4082  0.2905  -0.0314  -0.11
C  -1.3926  -0.7859  0.1387  -0.26
H  2.8703  0.9571  -0.7572  0.08
H  0.0774  0.7406  1.4469  0.13
H  0.2140  -1.8988  -0.6643  0.06
H  2.1322  -0.2884  1.6326  0.13
H  2.6035  -0.6490  -0.9433  0.07
H  -0.3601  -0.4732  -1.6742  0.08
H  -2.6582  0.7436  0.9266  0.07
H  -1.5161  -1.4393  0.9949  0.10
H  -2.0255  1.0657  -0.6930  0.08
H  -3.3201  -0.1297  -0.4599  0.08



(4)
The following is a DFT calculation (ωB97M-V/def2-TZVPD) of a 14-piece molecular cluster, C4H37N2O13S overall in a non-equilibrium geometry.

Spin multiplicity: 1
Total energy, eV: -45179.7823
Charge: -1
Energy relative to the best compared isomer or geometry (same formula, charge and spin), kJ/mol: 559.73
E_HOMO, eV: -3.664
LUMO level, eV: 2.1

Each line ends with the Löwdin charge.
CARTESIAN COORDINATES (ANGSTROEM)
S  1.7503  1.3824  -3.3959  0.16
O  -1.2795  -3.3347  -3.8354  -0.05
O  -2.3957  3.2216  -1.8501  -0.02
O  -0.9898  -0.3405  2.4800  -0.06
O  4.2464  -1.1194  -1.5926  -0.09
O  -4.5033  0.5437  -2.3612  -0.03
O  -3.4005  -1.2012  0.1342  0.02
O  1.9251  -0.4391  3.5943  -0.07
O  3.3967  1.1179  1.0221  -0.16
O  2.8020  2.8603  2.8011  -0.12
O  1.9247  3.8412  -0.6198  -0.11
O  -0.4100  -0.0876  5.1305  -0.08
O  -2.1317  -2.8972  2.1610  -0.08
O  -1.4691  3.5579  0.5004  -0.07
N  0.4644  -2.6769  -1.1471  -0.12
N  0.2335  0.7730  -0.0486  0.04
C  0.1522  0.9561  -2.5627  -0.67
C  -0.3233  -1.4610  -1.3305  -0.24
C  0.2659  -3.1142  0.3434  -0.09
C  0.3948  -0.0665  -1.3489  -0.37
H  -0.4341  -3.0278  -4.1682  0.04
H  -0.8248  -3.5566  0.1261  0.12
H  -1.0904  -1.5819  -0.5034  0.09
H  -0.4963  0.4372  0.5213  -0.01
H  0.3805  -0.5590  4.7910  0.02
H  -1.1499  -3.3714  -2.9111  -0.03
H  0.8821  -3.9338  0.6786  0.06
H  2.3915  0.3530  3.1831  0.06
H  -0.3978  1.8386  -2.2150  0.01
H  -1.8931  -2.0218  2.4436  -0.02
H  2.6209  -1.0895  3.4035  0.06
H  -0.9899  -1.5968  -2.2439  0.10
H  -3.5622  -2.1167  0.1346  0.02
H  0.3144  -2.2818  1.0399  0.05
H  -0.2319  0.3947  -3.5515  0.05
H  -1.3090  -3.4308  2.1563  0.03
H  -2.4467  3.5805  -2.7046  0.05
H  -3.8386  0.7432  -1.7280  -0.01
H  -4.1960  0.0081  -3.0831  0.04
H  -2.0981  3.5375  -0.2419  -0.02
H  2.2147  3.3864  -1.4494  -0.01
H  -1.3171  2.6222  0.6322  -0.01
H  1.1218  3.4160  -0.2978  -0.02
H  -2.9152  -0.9104  0.8159  -0.06
H  -3.0622  2.5043  -1.9244  0.06
H  -1.0360  0.2767  3.2955  0.10
H  4.4321  -0.5845  -2.3755  0.03
H  -0.1346  0.8363  5.1745  0.05
H  -0.1677  -0.5270  2.1549  -0.05
H  0.1082  1.8135  -0.3620  0.06
H  2.7760  0.4977  0.3831  0.11
H  2.3646  3.4813  2.0433  0.12
H  4.1366  1.3693  0.3507  0.11
H  1.4811  -2.4505  -1.2279  0.08
H  3.2836  -1.2044  -1.4969  -0.01
H  1.4378  -0.4644  -1.2356  0.06
H  2.9926  2.0968  2.3181  -0.11



(5)
The following is a DFT calculation (ωB97M-V/def2-TZVPD) of C5H4AgClIN2O5 as an isolated structure in a non-equilibrium geometry.

Spin multiplicity: 1
Total energy, eV: -43070.0789
Charge: +1
E_HOMO (spin up / spin down), eV: -12.501 / -12.501
LUMO level (spin up / spin down), eV: -7.9 / -8.0

Each line ends with the Löwdin charge.
CARTESIAN COORDINATES (ANGSTROEM)
I  3.4256  -2.2742  1.1056  0.94
Ag  -1.7986  0.3425  0.0091  1.06
Cl  -3.0041  -1.7128  0.8685  0.64
O  -3.2481  -1.4551  -0.5305  -0.36
O  -3.3672  -0.4800  1.5310  -0.38
O  -3.6319  2.1117  0.2946  0.25
O  -1.5588  -1.7663  0.9787  -0.39
O  -3.6286  -2.8229  1.3637  -0.17
N  -2.8903  1.8416  -0.5119  0.14
N  0.4736  0.5154  -0.3542  -0.04
C  3.2569  0.3861  -0.4259  -0.09
C  1.1187  -0.5195  0.1943  -0.20
C  1.1870  1.4685  -0.9645  -0.12
C  2.5727  1.4354  -1.0199  -0.03
C  2.5064  -0.6156  0.1793  -0.67
H  0.6239  2.2681  -1.4240  0.11
H  4.3370  0.3456  -0.4275  0.11
H  0.5115  -1.2950  0.6510  0.07
H  3.1144  2.2258  -1.5171  0.12



(6)
The following is a DFT calculation (ωB97M-V/def2-TZVPD) of one molecule with the formula C8H10 in a non-equilibrium geometry.

Spin multiplicity: 1
Total energy, eV: -8454.4961
Charge: 0
Energy relative to the best compared isomer or geometry (same formula, charge and spin), kJ/mol: 364.07
E_HOMO, eV: -8.949
LUMO level, eV: 1.0
SMILES: CCc1ccccc1

Each line ends with the Löwdin charge.
CARTESIAN COORDINATES (ANGSTROEM)
C  -2.5903  0.3718  -0.2665  -0.08
C  -0.4141  0.9403  0.4148  -0.02
C  1.6398  -0.5133  -0.1760  -0.20
C  2.4817  0.1275  0.9635  -0.12
C  -0.7046  -0.9670  -0.9152  -0.14
C  -1.7764  1.1745  0.4019  -0.10
C  -1.9964  -0.7543  -0.9562  -0.11
C  0.1220  -0.2112  -0.1710  -0.24
H  1.7552  -1.4000  -0.1550  -0.02
H  1.9346  -0.2617  2.0885  0.16
H  0.3827  1.4954  0.9467  0.10
H  -2.2342  1.9292  0.7836  0.05
H  2.5272  1.3977  0.9031  0.13
H  -2.7788  -1.5345  -1.4940  0.16
H  -0.2277  -1.9076  -1.6282  0.19
H  -3.5836  0.4557  -0.5241  0.08
H  1.9513  -0.1515  -1.2042  0.14
H  3.5116  -0.1909  0.9881  0.03